Below is a structure of composition C64H63I3N10O7, with properties calculated with ωB97M-V/def2-TZVPD.

For the largest force on an atom, the calculation gives 0.71 eV/Å. The HOMO-LUMO gap is 8.86 eV. For the energy above the lowest of the compared OMol25 structures with the same formula, charge and spin, the calculation gives 0.0 kcal per mole.

```
147
Properties=species:S:1:pos:R:3:forces:R:3:mulliken_charge:R:1
C -0.571 -3.825 3.786 0.06 -0.12 0.01 -0.838
O -0.930 -2.640 3.110 -0.18 0.36 0.07 -0.192
C -1.342 -2.821 1.789 0.19 -0.31 0.15 -0.323
C -2.833 -2.533 1.564 0.07 -0.35 -0.07 -0.698
C -3.419 -1.311 2.206 0.01 0.12 -0.18 -0.022
O -3.785 -0.356 1.617 -0.03 0.24 -0.06 -0.331
I -3.718 -1.399 4.341 -0.04 -0.04 0.18 -0.092
C -0.465 -1.991 0.823 -0.22 0.24 0.47 -1.154
O 0.670 -1.457 1.473 -0.06 -0.25 -0.08 -0.048
C 0.999 -0.154 1.275 0.02 0.02 0.21 -1.506
O 2.118 0.133 0.944 -0.10 -0.09 0.21 -0.331
C -0.045 0.852 1.536 -0.26 0.14 -0.26 1.564
C -0.224 1.839 0.577 0.13 0.24 -0.20 0.442
C -1.143 2.842 0.783 -0.47 0.23 0.47 -1.314
C -1.896 2.870 1.959 0.33 -0.01 -0.57 -0.412
C -1.720 1.879 2.904 -0.09 0.13 0.22 -1.068
C -0.804 0.871 2.700 0.17 -0.47 0.05 -0.055
O -0.022 -2.907 -0.144 -0.11 0.16 -0.20 -0.500
C 0.396 -2.548 -1.411 -0.10 0.09 0.27 1.789
C 0.167 -1.077 -1.792 0.09 -0.02 -0.62 -0.244
C -1.033 -0.849 -2.675 -0.23 0.06 0.12 -0.352
O -1.991 -0.247 -2.270 -0.12 0.04 0.04 -0.424
O -0.461 -3.376 -2.327 -0.06 -0.17 -0.21 -0.585
C -1.470 -3.972 -1.794 -0.07 0.11 0.23 0.771
N -2.388 -4.487 -1.319 0.11 0.03 -0.14 -0.678
C 1.829 -2.993 -1.645 0.43 -0.24 0.11 -0.796
I 2.849 -3.601 0.073 0.22 -0.20 0.07 0.136
C 2.402 -2.992 -2.851 -0.05 0.15 -0.03 0.473
C 1.725 -2.619 -4.144 0.16 -0.20 -0.12 -0.863
I 4.402 -3.495 -3.139 0.14 -0.05 0.07 0.004
H 0.295 -4.296 3.320 0.07 -0.06 -0.07 0.283
H -1.401 -4.534 3.817 -0.08 -0.07 -0.02 0.305
H -0.316 -3.551 4.804 0.01 0.09 0.10 0.297
H -1.208 -3.862 1.497 0.12 -0.09 -0.09 0.561
H -2.996 -2.432 0.492 -0.07 0.02 -0.13 0.310
H -3.406 -3.401 1.882 -0.07 -0.02 0.20 0.557
H -1.069 -1.194 0.392 0.04 0.12 -0.08 1.150
H 0.356 1.847 -0.334 0.18 -0.10 -0.05 0.476
H -1.267 3.617 0.041 -0.04 0.05 -0.10 0.488
H -2.610 3.651 2.146 -0.13 0.14 0.06 0.643
H -2.296 1.907 3.816 -0.08 -0.02 0.09 0.480
H -0.658 0.104 3.449 -0.01 -0.12 0.03 0.552
H 1.044 -0.713 -2.322 0.12 0.04 0.02 0.794
H 0.008 -0.424 -0.953 0.16 0.04 0.34 -0.646
H -1.007 -1.226 -3.705 0.12 -0.08 -0.14 0.448
H 0.849 -3.237 -4.305 -0.27 0.08 0.03 0.203
H 2.385 -2.815 -4.980 0.07 -0.01 -0.09 0.381
H 1.462 -1.564 -4.182 -0.12 0.10 0.05 0.151
N 1.215 3.813 4.032 0.00 0.01 0.00 -0.259
C 1.382 4.465 5.179 -0.02 0.01 0.00 -0.365
C 2.415 4.204 6.069 0.01 -0.02 -0.01 -0.370
C 3.323 3.209 5.749 0.01 0.00 0.02 -0.446
C 3.161 2.520 4.558 0.00 -0.02 0.00 -0.727
C 2.094 2.857 3.738 -0.04 0.04 -0.10 -0.233
H 0.650 5.236 5.395 0.01 0.01 0.02 0.384
H 2.501 4.769 6.987 -0.01 0.01 0.00 0.379
H 4.143 2.974 6.416 0.00 0.00 0.00 0.396
H 3.844 1.733 4.268 0.00 -0.02 -0.01 0.404
H 1.933 2.346 2.794 0.05 -0.03 0.01 0.836
N 3.254 -4.766 -6.568 -0.07 0.04 -0.03 -0.067
C 2.825 -6.025 -6.594 -0.02 0.01 0.04 -0.237
C 3.183 -6.937 -7.576 0.01 0.01 -0.02 -0.665
C 4.032 -6.517 -8.587 0.00 0.00 -0.01 -0.145
C 4.487 -5.208 -8.571 0.03 -0.05 0.02 -0.877
C 4.071 -4.376 -7.543 0.01 0.04 0.01 -0.075
H 2.161 -6.316 -5.787 0.00 -0.02 -0.01 0.394
H 2.803 -7.949 -7.547 -0.01 0.00 0.01 0.388
H 4.330 -7.196 -9.375 0.00 0.00 0.00 0.387
H 5.149 -4.838 -9.342 0.03 0.00 0.02 0.508
H 4.407 -3.345 -7.495 0.02 -0.01 -0.02 0.398
N 2.361 3.023 -2.151 -0.05 0.01 0.02 -0.526
C 2.978 2.657 -1.029 -0.11 -0.09 -0.07 0.462
C 3.630 3.543 -0.184 -0.04 0.10 0.00 -0.248
C 3.650 4.884 -0.528 -0.02 0.00 0.01 -0.676
C 3.016 5.281 -1.695 0.02 0.00 0.00 -0.339
C 2.387 4.317 -2.467 -0.01 0.00 -0.01 -0.507
H 2.939 1.601 -0.790 -0.05 0.21 -0.04 0.369
H 4.104 3.184 0.719 -0.03 0.03 -0.06 0.347
H 4.147 5.609 0.104 0.00 0.01 0.01 0.409
H 3.006 6.318 -2.003 -0.01 0.01 -0.01 0.392
H 1.877 4.591 -3.384 0.01 0.03 0.00 0.389
N 4.559 -4.546 3.060 -0.08 0.09 -0.09 -0.190
C 4.414 -3.346 3.621 -0.04 0.02 -0.02 -0.111
C 5.204 -2.889 4.664 0.02 -0.02 0.01 -0.735
C 6.197 -3.723 5.154 0.00 0.00 0.00 -0.256
C 6.357 -4.974 4.580 -0.01 0.02 0.01 -0.386
C 5.516 -5.336 3.539 0.00 -0.04 -0.03 -0.335
H 3.626 -2.723 3.210 0.00 0.03 0.01 0.483
H 5.043 -1.904 5.080 -0.01 0.01 0.00 0.394
H 6.834 -3.404 5.968 0.01 0.00 0.00 0.384
H 7.118 -5.658 4.930 0.00 -0.01 -0.01 0.368
H 5.612 -6.305 3.063 0.02 -0.01 0.01 0.359
N 5.521 0.185 -1.217 0.11 0.02 -0.08 -0.403
C 4.895 0.380 -0.059 -0.07 -0.28 -0.12 -0.582
C 5.480 1.011 1.030 0.11 -0.12 0.00 -0.847
C 6.788 1.451 0.912 -0.03 0.01 0.03 -0.303
C 7.452 1.251 -0.287 0.01 0.02 -0.01 -0.378
C 6.775 0.618 -1.319 -0.02 0.00 0.02 -0.451
H 3.871 0.023 -0.014 0.43 -0.04 0.13 1.292
H 4.918 1.152 1.944 -0.04 -0.03 0.02 0.610
H 7.282 1.945 1.739 0.01 0.01 0.01 0.416
H 8.473 1.580 -0.424 0.01 0.00 -0.01 0.398
H 7.258 0.450 -2.276 0.03 0.01 0.01 0.420
N -4.492 4.225 3.607 -0.04 0.02 0.02 -0.261
C -5.081 3.949 4.768 0.05 -0.03 0.02 -0.378
C -6.381 4.319 5.078 -0.05 0.02 0.03 -0.469
C -7.110 5.018 4.129 0.00 0.00 0.00 -0.183
C -6.511 5.314 2.915 -0.02 0.00 0.02 -0.616
C -5.206 4.895 2.705 0.03 -0.01 -0.03 -0.114
H -4.480 3.403 5.487 -0.03 0.00 0.02 0.431
H -6.806 4.068 6.041 0.04 0.00 0.02 0.410
H -8.127 5.326 4.332 -0.01 0.00 0.00 0.402
H -7.041 5.856 2.144 0.01 0.00 -0.01 0.359
H -4.707 5.104 1.765 -0.03 0.01 -0.01 0.350
N -7.797 0.693 -3.241 -0.01 0.00 0.00 -0.574
C -7.064 0.586 -4.347 -0.02 0.00 -0.01 -0.187
C -5.678 0.525 -4.347 0.01 0.01 0.02 -0.505
C -5.011 0.578 -3.133 0.01 0.04 0.00 -0.088
C -5.763 0.689 -1.974 0.02 0.00 0.02 -0.427
C -7.144 0.741 -2.082 -0.02 0.00 0.01 -0.289
H -7.618 0.549 -5.279 0.03 -0.01 -0.01 0.348
H -5.138 0.436 -5.280 -0.01 0.00 -0.01 0.357
H -3.930 0.531 -3.079 -0.11 -0.02 -0.04 0.531
H -5.287 0.731 -1.003 0.00 -0.01 0.01 0.503
H -7.764 0.824 -1.195 0.03 0.00 0.02 0.362
N -6.990 4.690 8.894 -0.01 -0.01 -0.05 -0.495
C -6.836 6.011 8.842 0.04 0.00 -0.03 -0.124
C -7.731 6.911 9.400 -0.02 -0.01 0.01 -0.438
C -8.850 6.412 10.046 0.00 0.00 0.00 -0.177
C -9.026 5.039 10.108 0.01 0.02 0.00 -0.387
C -8.070 4.225 9.518 0.01 -0.03 0.00 -0.157
H -5.949 6.363 8.325 -0.01 0.03 0.00 0.366
H -7.552 7.975 9.328 0.01 0.01 -0.01 0.354
H -9.573 7.082 10.494 0.00 0.00 0.00 0.364
H -9.884 4.605 10.601 0.00 -0.01 0.00 0.351
H -8.171 3.146 9.547 -0.03 0.00 0.01 0.357
N 0.371 -4.514 -10.973 0.00 -0.01 0.00 -0.528
C 0.171 -4.091 -12.219 -0.03 -0.01 0.00 -0.276
C 1.129 -3.424 -12.967 0.01 0.00 0.00 -0.268
C 2.364 -3.179 -12.388 0.01 0.00 0.00 -0.517
C 2.587 -3.612 -11.091 -0.05 0.01 -0.04 -0.058
C 1.562 -4.274 -10.429 -0.03 -0.02 0.04 -0.168
H -0.808 -4.299 -12.637 0.01 0.01 -0.03 0.360
H 0.910 -3.105 -13.977 -0.01 0.00 0.00 0.366
H 3.138 -2.659 -12.937 0.00 0.01 0.00 0.366
H 3.534 -3.442 -10.599 0.00 0.01 0.02 0.311
H 1.698 -4.631 -9.414 0.05 0.02 0.00 0.420
```
Positions in Å, forces in eV/Å.